# 1
{"formula": "C36H24BrF4N6OPPtS", "method": "ωB97M-V with the def2-TZVPD basis set", "charge": 2, "max_force_ev_per_a": 0.81, "e_above_lowest_kj_mol": 91.26, "gap_ev": 5.48, "elements": ["Pt", "N", "C", "S", "N", "N", "C", "C", "C", "C", "C", "C", "C", "O", "H", "H", "H", "H", "H", "H", "H", "F", "C", "C", "F", "C", "F", "C", "P", "C", "C", "C", "C", "C", "C", "C", "C", "C", "C", "C", "C", "C", "Br", "C", "F", "H", "H", "H", "H", "H", "H", "H", "H", "H", "H", "N", "C", "C", "C", "C", "C", "C", "C", "N", "C", "C", "N", "C", "H", "H", "H", "H", "H", "H", "H"], "xyz": [[-0.025, 0.553, 1.049], [-4.234, 3.309, 2.398], [-3.309, 3.155, 1.458], [-3.251, 3.851, -0.026], [-2.406, 2.081, 1.739], [-1.171, 2.188, 1.616], [-0.548, 3.447, 1.558], [0.780, 3.646, 1.702], [1.229, 5.027, 1.678], [2.495, 5.351, 1.970], [3.437, 4.317, 2.328], [3.091, 3.010, 2.371], [1.774, 2.596, 2.031], [1.504, 1.369, 2.089], [-4.973, 3.980, 2.258], [-4.202, 2.790, 3.263], [-1.211, 4.301, 1.493], [0.502, 5.786, 1.420], [2.824, 6.380, 1.950], [4.454, 4.603, 2.561], [3.797, 2.233, 2.627], [0.483, -5.542, -3.313], [0.692, -4.576, -2.446], [1.311, -4.841, -1.240], [1.707, -6.064, -0.950], [1.530, -3.811, -0.334], [2.191, -4.139, 0.772], [1.110, -2.505, -0.587], [1.437, -1.145, 0.578], [3.050, -0.513, 0.085], [3.139, 0.682, -0.625], [4.372, 1.133, -1.069], [5.517, 0.395, -0.800], [5.431, -0.797, -0.092], [4.200, -1.258, 0.347], [1.507, -1.854, 2.238], [2.525, -1.545, 3.132], [2.498, -2.078, 4.415], [1.459, -2.907, 4.804], [0.430, -3.201, 3.918], [0.451, -2.673, 2.639], [0.555, -2.254, -1.850], [0.271, -0.497, -2.473], [0.332, -3.271, -2.755], [-0.198, -3.025, -3.943], [2.242, 1.251, -0.842], [4.440, 2.054, -1.633], [6.479, 0.744, -1.150], [6.324, -1.374, 0.111], [4.138, -2.197, 0.886], [3.340, -0.899, 2.834], [3.295, -1.847, 5.108], [1.450, -3.330, 5.800], [-0.381, -3.849, 4.222], [-0.344, -2.921, 1.944], [-6.526, 0.543, -7.306], [-5.939, 0.373, -6.334], [-5.204, 0.164, -5.116], [-5.762, -0.586, -4.085], [-5.055, -0.783, -2.912], [-3.788, -0.236, -2.781], [-3.219, 0.506, -3.805], [-3.932, 0.712, -4.972], [-3.051, -0.446, -1.569], [-3.206, -1.492, -0.682], [-2.317, -1.286, 0.319], [-1.625, -0.121, 0.052], [-2.083, 0.349, -1.095], [-6.752, -1.005, -4.200], [-5.510, -1.339, -2.104], [-2.218, 0.906, -3.719], [-3.500, 1.286, -5.780], [-3.912, -2.285, -0.843], [-2.151, -1.857, 1.215], [-1.787, 1.278, -1.548]]}

# 2
{"formula": "C29H23N5O6Ru", "method": "ωB97M-V with the def2-TZVPD basis set", "charge": 3, "max_force_ev_per_a": 5.26, "e_above_lowest_kj_mol": 58.00, "spin_multiplicity": 2, "s2": 0.76, "gap_ev": [5.62, 6.00], "elements": ["Ru", "O", "C", "O", "C", "C", "C", "C", "C", "N", "C", "O", "O", "H", "H", "H", "H", "H", "N", "C", "C", "C", "C", "C", "C", "C", "C", "N", "C", "H", "H", "H", "H", "H", "H", "H", "H", "O", "C", "O", "C", "C", "C", "C", "C", "C", "N", "C", "C", "C", "C", "C", "C", "N", "H", "H", "H", "H", "H", "H", "H", "H", "H", "H"], "xyz": [[-0.073, -0.348, 0.504], [2.789, 3.030, 1.540], [2.115, 1.924, 1.358], [0.907, 1.843, 1.261], [2.975, 0.704, 1.257], [4.360, 0.745, 1.307], [5.053, -0.442, 1.132], [4.341, -1.618, 0.950], [2.956, -1.564, 0.951], [2.290, -0.422, 1.085], [2.040, -2.741, 0.787], [2.508, -3.958, 0.725], [0.843, -2.552, 0.711], [2.215, 3.810, 1.608], [4.873, 1.682, 1.476], [6.136, -0.455, 1.139], [4.876, -2.547, 0.801], [3.455, -4.069, 0.886], [-0.394, -0.395, 2.761], [-1.474, 0.473, 3.220], [-1.757, 0.644, 4.543], [-2.796, 1.510, 4.948], [-3.541, 2.168, 4.013], [-3.273, 1.987, 2.636], [-4.032, 2.596, 1.611], [-3.715, 2.364, 0.301], [-2.620, 1.538, 0.009], [-1.901, 0.945, 0.944], [-2.216, 1.139, 2.248], [-0.540, -1.346, 3.084], [0.477, -0.081, 3.176], [-1.174, 0.120, 5.294], [-2.998, 1.641, 6.003], [-4.345, 2.831, 4.309], [-4.865, 3.237, 1.877], [-4.286, 2.805, -0.505], [-2.336, 1.354, -1.020], [3.320, 1.929, -6.609], [3.423, 1.926, -5.285], [4.325, 2.464, -4.714], [2.368, 1.223, -4.441], [1.304, 0.462, -4.949], [0.397, -0.122, -4.104], [0.528, 0.041, -2.696], [1.586, 0.844, -2.203], [2.499, 1.403, -3.048], [-0.337, -0.548, -1.774], [-1.166, -1.489, -2.157], [-2.066, -2.102, -1.232], [-3.097, -2.926, -1.672], [-3.953, -3.486, -0.730], [-3.727, -3.215, 0.604], [-2.660, -2.373, 0.959], [-1.860, -1.830, 0.066], [2.561, 1.481, -6.993], [1.175, 0.303, -6.013], [-0.417, -0.692, -4.532], [1.633, 1.008, -1.141], [3.326, 1.997, -2.686], [-1.200, -1.836, -3.185], [-3.232, -3.119, -2.730], [-4.775, -4.118, -1.038], [-4.358, -3.638, 1.375], [-2.469, -2.142, 2.000]]}

# 3
{"formula": "C23H34N2O3", "method": "ωB97M-V with the def2-TZVPD basis set", "charge": 0, "max_force_ev_per_a": 3.91, "e_above_lowest_kj_mol": 498.69, "smiles": "CC[C@]1(C)C[C@H](C(=O)N2CC3(C[C@H](C(=O)N4[C@@H]5CC=C[C@H]4CCC5)CO3)C2)C1", "gap_ev": 9.57, "elements": ["C", "C", "C", "C", "C", "C", "C", "O", "N", "C", "C", "C", "C", "C", "O", "N", "C", "C", "C", "C", "C", "C", "C", "C", "C", "O", "C", "C", "H", "H", "H", "H", "H", "H", "H", "H", "H", "H", "H", "H", "H", "H", "H", "H", "H", "H", "H", "H", "H", "H", "H", "H", "H", "H", "H", "H", "H", "H", "H", "H", "H", "H"], "xyz": [[-6.648, 2.153, 3.041], [-6.052, 0.759, 2.870], [-4.537, 0.754, 2.656], [-3.815, 0.665, 3.987], [-3.999, -0.303, 1.649], [-3.003, 0.749, 1.130], [-2.797, 0.820, -0.362], [-3.654, 0.460, -1.153], [-1.597, 1.302, -0.770], [-0.257, 1.342, -0.168], [0.261, 1.730, -1.578], [1.108, 0.682, -2.286], [2.542, 1.049, -1.856], [3.045, 0.134, -0.749], [2.772, 0.362, 0.419], [3.876, -0.885, -1.115], [4.290, -1.872, -0.138], [5.827, -2.097, -0.273], [6.104, -2.258, -1.747], [5.175, -2.081, -2.680], [3.765, -1.601, -2.377], [2.709, -2.743, -2.166], [2.071, -2.803, -0.751], [3.028, -2.574, 0.450], [2.392, 2.506, -1.377], [1.049, 2.894, -1.659], [-1.191, 1.875, -2.053], [-3.956, 1.829, 1.702], [-7.715, 2.094, 3.259], [-6.174, 2.694, 3.863], [-6.532, 2.750, 2.136], [-6.310, 0.135, 3.731], [-6.539, 0.289, 2.010], [-2.728, 0.680, 3.871], [-4.086, 1.502, 4.636], [-4.080, -0.262, 4.500], [-3.580, -1.222, 2.067], [-4.741, -0.555, 0.896], [-2.055, 0.713, 1.663], [-0.140, 2.122, 0.586], [0.104, 0.381, 0.196], [0.818, -0.335, -2.013], [0.992, 0.789, -3.365], [3.225, 1.019, -2.702], [4.274, -2.804, -0.758], [6.146, -2.978, 0.286], [6.413, -1.258, 0.128], [7.102, -2.558, -2.045], [5.438, -2.243, -3.719], [3.442, -0.955, -3.191], [1.903, -2.617, -2.892], [3.161, -3.708, -2.409], [1.574, -3.766, -0.638], [1.277, -2.054, -0.700], [3.295, -3.518, 0.930], [2.533, -1.976, 1.219], [2.592, 2.606, -0.309], [3.058, 3.186, -1.908], [-1.442, 1.250, -2.911], [-1.540, 2.899, -2.183], [-4.692, 2.141, 0.963], [-3.501, 2.712, 2.156]]}

# 4
{"formula": "C7H13N", "method": "ωB97M-V with the def2-TZVPD basis set", "charge": -1, "max_force_ev_per_a": 4.38, "e_above_lowest_kj_mol": 136.23, "spin_multiplicity": 2, "s2": 0.77, "gap_ev": [4.41, 6.18], "elements": ["C", "C", "N", "C", "C", "C", "C", "C", "H", "H", "H", "H", "H", "H", "H", "H", "H", "H", "H", "H", "H"], "xyz": [[-3.321, 0.204, 0.308], [-2.272, -0.773, 0.876], [-0.422, -0.127, -1.532], [0.001, -0.114, -0.117], [-0.873, -0.170, 1.006], [3.846, 0.249, -0.318], [2.403, 0.038, -0.713], [1.381, -0.079, 0.206], [-4.356, -0.112, 0.145], [-2.954, 0.533, -0.667], [-3.288, 1.160, 0.840], [-2.554, -1.023, 1.908], [-2.197, -1.696, 0.295], [-1.187, 0.267, -0.978], [0.035, 0.626, -2.039], [-0.714, 0.516, 1.833], [4.513, -0.087, -1.115], [4.065, 1.277, -0.001], [4.096, -0.382, 0.547], [2.198, -0.209, -1.751], [1.601, -0.099, 1.268]]}

# 5
{"formula": "C42H42N6O4", "method": "ωB97M-V with the def2-TZVPD basis set", "charge": 0, "max_force_ev_per_a": 11.85, "e_above_lowest_kj_mol": 165.52, "smiles": "Oc1ccc(O)cc1.Oc1ccc(O)cc1.c1ccncc1.c1ccncc1.c1ccncc1.c1ccncc1.c1ccncc1.c1ccncc1", "gap_ev": 8.58, "elements": ["O", "C", "C", "C", "C", "O", "C", "C", "H", "H", "H", "H", "H", "H", "O", "C", "C", "C", "C", "O", "C", "C", "H", "H", "H", "H", "H", "H", "C", "C", "C", "N", "C", "C", "H", "H", "H", "H", "H", "C", "C", "C", "N", "C", "C", "H", "H", "H", "H", "H", "C", "C", "C", "N", "C", "C", "H", "H", "H", "H", "H", "C", "C", "C", "N", "C", "C", "H", "H", "H", "H", "H", "C", "C", "C", "N", "C", "C", "H", "H", "H", "H", "H", "C", "C", "C", "N", "C", "C", "H", "H", "H", "H", "H"], "xyz": [[4.631, -38.006, -11.603], [4.168, -38.490, -10.429], [4.361, -39.862, -10.282], [3.855, -40.549, -8.958], [3.197, -39.755, -7.996], [2.606, -40.257, -6.891], [3.059, -38.385, -8.290], [3.511, -37.802, -9.474], [4.582, -37.017, -11.657], [4.754, -40.564, -11.038], [3.944, -41.521, -8.914], [2.567, -41.111, -7.026], [2.526, -37.776, -7.587], [3.331, -36.635, -9.597], [7.206, -42.205, -6.495], [7.036, -41.275, -5.443], [7.755, -41.281, -4.305], [7.587, -40.199, -3.294], [6.567, -39.248, -3.415], [6.231, -38.190, -2.617], [5.760, -39.316, -4.655], [6.023, -40.193, -5.684], [7.687, -42.944, -6.181], [8.504, -41.923, -4.102], [8.030, -40.192, -2.324], [5.908, -37.361, -2.996], [5.014, -38.711, -4.876], [5.337, -40.166, -6.572], [7.040, -42.113, -10.188], [7.434, -43.375, -9.763], [8.210, -44.111, -10.782], [8.819, -43.427, -11.930], [8.559, -42.121, -12.034], [7.634, -41.388, -11.225], [6.139, -41.621, -9.782], [6.791, -43.704, -9.027], [8.383, -45.073, -10.693], [8.915, -41.449, -12.871], [7.134, -40.473, -11.370], [-0.865, -36.504, -4.398], [0.151, -37.248, -4.904], [1.035, -37.862, -4.084], [0.912, -37.925, -2.737], [-0.142, -37.171, -2.288], [-1.044, -36.370, -2.977], [-1.298, -35.800, -5.096], [0.157, -37.514, -5.934], [1.671, -38.728, -4.335], [-0.188, -37.255, -1.306], [-1.700, -35.680, -2.520], [0.248, -42.016, -11.765], [0.137, -42.970, -10.818], [1.285, -43.570, -10.359], [2.418, -43.402, -10.986], [2.534, -42.515, -11.991], [1.451, -41.717, -12.465], [-0.667, -41.562, -12.000], [-0.896, -42.989, -10.291], [1.108, -44.403, -9.743], [3.599, -42.482, -12.526], [1.548, -40.863, -13.343], [4.466, -34.978, -14.300], [3.599, -34.931, -13.234], [4.102, -34.907, -11.944], [5.419, -35.053, -11.645], [6.258, -35.245, -12.664], [5.854, -35.211, -13.974], [4.308, -34.910, -15.357], [2.575, -34.860, -13.635], [3.484, -34.587, -11.053], [7.122, -35.432, -12.532], [6.463, -35.382, -14.757], [-0.136, -36.669, -9.907], [0.205, -37.563, -10.981], [-0.869, -37.769, -11.999], [-1.959, -37.118, -11.926], [-2.239, -36.243, -10.984], [-1.260, -35.926, -9.910], [0.600, -36.497, -9.139], [0.973, -38.100, -10.921], [-0.753, -38.561, -12.893], [-3.186, -35.614, -11.088], [-1.525, -35.169, -9.178], [3.505, -42.970, -3.798], [2.127, -42.875, -4.083], [1.744, -43.101, -5.425], [2.571, -43.412, -6.398], [3.841, -43.631, -6.064], [4.415, -43.401, -4.859], [3.875, -42.925, -2.617], [1.638, -42.428, -3.275], [0.587, -43.034, -5.547], [4.670, -43.919, -6.835], [5.406, -43.504, -4.689]]}

# 6
{"formula": "H20O10", "method": "ωB97M-V with the def2-TZVPD basis set", "charge": 0, "max_force_ev_per_a": 10.87, "e_above_lowest_kj_mol": 783.33, "gap_ev": 7.25, "elements": ["H", "H", "H", "H", "H", "H", "H", "H", "H", "H", "H", "H", "H", "H", "H", "H", "H", "H", "H", "H", "O", "O", "O", "O", "O", "O", "O", "O", "O", "O"], "xyz": [[0.642, 0.811, 0.089], [1.434, -0.486, 0.054], [-0.673, -4.227, -2.930], [-1.426, -3.025, -2.385], [2.856, 1.946, -1.074], [2.259, 3.343, -1.118], [-2.474, -1.461, -1.417], [-3.628, -2.183, -0.739], [1.298, -1.290, 1.613], [2.717, -0.929, 1.207], [2.034, -0.129, -2.164], [0.613, 0.357, -2.397], [-1.539, 2.656, -1.396], [-1.294, 3.224, -0.008], [2.800, -3.917, 1.069], [1.497, -3.440, 0.450], [-4.542, 0.223, 0.786], [-3.242, -0.465, 0.402], [-1.051, 3.742, 2.672], [-0.589, 5.101, 3.174], [1.531, 0.467, -0.056], [-0.541, -3.400, -2.453], [2.877, 2.796, -0.620], [-3.401, -1.353, -1.174], [2.107, -0.891, 1.952], [1.204, 0.042, -1.704], [-0.902, 2.648, -0.674], [2.018, -4.236, 0.605], [-3.800, -0.265, 1.162], [-0.804, 4.211, 3.477]]}

Copy entry 6 word for word.
{"formula": "H20O10", "method": "ωB97M-V with the def2-TZVPD basis set", "charge": 0, "max_force_ev_per_a": 10.87, "e_above_lowest_kj_mol": 783.33, "gap_ev": 7.25, "elements": ["H", "H", "H", "H", "H", "H", "H", "H", "H", "H", "H", "H", "H", "H", "H", "H", "H", "H", "H", "H", "O", "O", "O", "O", "O", "O", "O", "O", "O", "O"], "xyz": [[0.642, 0.811, 0.089], [1.434, -0.486, 0.054], [-0.673, -4.227, -2.930], [-1.426, -3.025, -2.385], [2.856, 1.946, -1.074], [2.259, 3.343, -1.118], [-2.474, -1.461, -1.417], [-3.628, -2.183, -0.739], [1.298, -1.290, 1.613], [2.717, -0.929, 1.207], [2.034, -0.129, -2.164], [0.613, 0.357, -2.397], [-1.539, 2.656, -1.396], [-1.294, 3.224, -0.008], [2.800, -3.917, 1.069], [1.497, -3.440, 0.450], [-4.542, 0.223, 0.786], [-3.242, -0.465, 0.402], [-1.051, 3.742, 2.672], [-0.589, 5.101, 3.174], [1.531, 0.467, -0.056], [-0.541, -3.400, -2.453], [2.877, 2.796, -0.620], [-3.401, -1.353, -1.174], [2.107, -0.891, 1.952], [1.204, 0.042, -1.704], [-0.902, 2.648, -0.674], [2.018, -4.236, 0.605], [-3.800, -0.265, 1.162], [-0.804, 4.211, 3.477]]}